Density functional theory data (ωB97M-V with the def2-TZVPD basis set) for a structure of composition C46H37CdGeN6O2 in a non-equilibrium geometry.

```
93
Properties=species:S:1:pos:R:3:forces:R:3:mulliken_charge:R:1
Cd -0.790 -1.090 0.589 -0.1 0.4 0.1 2.700
C -0.048 -4.054 -1.465 0.1 0.7 0.2 -0.851
O -0.698 -2.766 -1.379 -0.4 -0.3 0.0 0.064
C -0.923 -2.074 -2.570 0.7 0.3 0.6 0.046
C -0.508 -2.569 -3.792 -0.6 -0.7 0.5 -0.645
C -0.799 -1.893 -4.950 -0.1 1.3 -1.2 -0.662
C -1.377 -0.607 -4.900 -0.2 -0.3 0.7 -0.934
C -1.722 -0.069 -3.640 0.9 -1.3 -0.6 -0.691
C -1.488 -0.789 -2.467 -0.4 -0.1 0.2 0.413
N -1.887 -0.346 -1.160 -0.6 0.7 -0.1 1.154
N -2.746 0.644 -1.179 0.7 -1.4 -1.1 -0.658
C -3.462 1.103 -0.173 0.5 0.5 0.3 -0.984
C -3.377 0.687 1.193 0.2 -0.6 0.9 1.035
O -2.586 -0.223 1.588 0.1 0.1 0.0 -0.946
C -4.235 1.314 2.189 0.4 -0.1 -1.0 -1.076
C -5.075 2.297 1.834 -0.1 -0.1 0.2 -0.658
C -5.175 2.773 0.475 0.3 0.4 0.6 0.996
C -5.995 3.887 0.200 -0.4 -0.7 0.4 -1.104
C -6.079 4.350 -1.080 -0.1 1.0 -0.6 -0.430
C -5.262 3.819 -2.094 -0.2 0.1 0.2 -0.922
C -4.388 2.798 -1.792 -0.3 -0.1 -0.1 -0.100
C -4.336 2.216 -0.506 -0.6 0.7 -0.5 0.957
H -0.596 -4.783 -2.041 -0.4 0.0 -0.5 0.393
H 0.923 -3.853 -1.885 0.4 -0.4 -0.2 0.114
H 0.065 -4.497 -0.475 -0.1 0.6 0.1 0.243
H -0.114 -3.571 -3.819 0.2 0.0 -0.2 0.432
H -0.557 -2.328 -5.929 -0.1 0.2 0.6 0.392
H -1.597 -0.054 -5.824 0.2 -0.3 0.6 0.388
H -2.162 0.883 -3.517 -0.4 0.9 -0.2 0.592
H -4.131 0.984 3.199 0.1 -0.2 0.4 0.521
H -5.669 2.742 2.631 -0.1 0.1 -0.4 0.368
H -6.617 4.289 1.019 0.4 -0.1 -0.6 0.372
H -6.714 5.206 -1.306 0.0 -0.3 0.0 0.373
H -5.318 4.220 -3.120 0.1 -0.2 0.7 0.395
H -3.783 2.442 -2.602 0.4 -0.4 0.0 0.303
C -1.580 3.933 1.395 -0.4 1.1 0.9 -0.618
C -1.128 3.606 0.154 0.4 -0.5 -1.6 -1.287
C -0.225 2.556 -0.034 -0.1 -0.2 0.9 -0.364
C 0.212 1.820 1.084 -0.4 0.7 -1.0 1.392
C -0.219 2.219 2.347 0.3 -0.3 -0.5 -0.101
C -1.076 3.277 2.494 -0.2 -0.3 0.0 -1.134
N 1.021 0.652 0.881 0.2 -0.1 -0.4 0.995
C 1.870 0.397 2.003 0.2 0.6 0.0 -0.559
C 2.930 1.246 2.291 0.6 0.6 0.2 -0.453
C 3.805 0.980 3.334 0.4 0.5 -0.4 -1.083
C 3.615 -0.105 4.159 0.2 -0.6 0.3 -0.680
C 2.527 -0.897 3.937 -0.6 -0.4 -0.4 -0.512
C 1.670 -0.669 2.855 0.0 -0.6 0.4 -0.843
N 0.636 -1.555 2.492 0.1 0.0 -0.1 1.492
N 0.610 -2.658 3.043 0.4 0.2 0.0 -1.143
C -0.415 -3.510 2.554 -0.2 1.0 -0.1 -0.247
C -0.594 -4.668 3.217 -0.9 -1.6 0.4 -0.306
C -1.693 -5.465 2.827 0.1 0.1 -0.6 -0.498
C -2.528 -5.041 1.780 0.5 0.1 0.2 -0.787
C -2.165 -3.870 1.110 -0.5 -0.1 -0.3 -0.424
N -1.155 -3.132 1.532 -0.1 0.3 -0.8 0.379
H -2.273 4.757 1.559 0.1 -0.2 -0.3 0.415
H -1.482 4.136 -0.730 0.0 -0.1 0.2 0.468
H 0.094 2.257 -1.025 -0.1 0.2 0.0 0.522
H 0.096 1.710 3.221 0.4 -0.5 0.6 0.507
H -1.372 3.536 3.486 -0.3 0.3 0.5 0.445
H 3.129 2.145 1.709 -0.3 -0.3 -0.1 0.528
H 4.671 1.612 3.467 0.0 0.1 0.0 0.470
H 4.306 -0.439 4.929 0.0 0.6 0.0 0.395
H 2.344 -1.729 4.575 -0.2 -0.6 0.3 0.540
H 0.113 -4.885 4.013 -0.3 -0.3 -0.1 0.542
H -1.848 -6.456 3.235 -0.1 0.2 0.4 0.406
H -3.422 -5.583 1.456 0.5 0.0 0.2 0.427
H -2.669 -3.520 0.184 0.2 -0.3 0.9 0.427
Ge 2.032 0.538 -0.788 0.2 0.2 0.0 1.178
C 3.430 1.915 -0.955 -0.3 -0.4 -0.4 -0.014
C 3.252 3.292 -1.038 -0.7 0.5 -0.1 0.264
C 4.335 4.132 -1.267 -0.7 -0.7 0.2 -0.748
C 5.599 3.604 -1.433 0.3 0.7 0.3 -0.495
C 5.812 2.241 -1.339 -0.6 0.0 -0.3 -0.920
C 4.719 1.409 -1.143 0.1 0.2 0.6 -0.288
C 2.883 -1.212 -0.804 0.1 -0.3 -0.7 -0.168
C 3.418 -1.916 0.280 -0.5 -0.3 -1.0 0.006
C 3.740 -3.257 0.119 0.2 -0.5 1.3 -0.703
C 3.624 -3.916 -1.077 0.0 0.8 -0.2 -0.384
C 3.219 -3.185 -2.195 0.6 -0.3 0.6 -0.952
C 2.874 -1.848 -2.079 -0.1 -0.9 1.9 -0.578
H 0.954 0.419 -1.905 0.3 0.2 0.3 -0.408
H 2.266 3.775 -0.954 0.4 -0.5 0.1 0.299
H 4.123 5.180 -1.290 0.3 0.5 -0.1 0.454
H 6.389 4.329 -1.555 0.4 -0.2 -0.2 0.368
H 6.780 1.800 -1.450 0.5 0.0 0.0 0.464
H 4.901 0.357 -1.023 0.0 -0.4 -0.2 0.403
H 3.539 -1.496 1.248 0.0 0.5 0.6 0.606
H 4.020 -3.845 1.003 0.1 0.4 -0.3 0.391
H 3.869 -4.958 -1.083 0.0 -0.4 -0.4 0.443
H 3.170 -3.704 -3.125 -0.1 0.0 -0.7 0.375
H 2.472 -1.396 -2.936 -0.4 0.9 -1.0 0.508
```
Positions in Å, forces in eV/Å.

Electronic energy in Ha: -4498.5526
Largest force on an atom in eV Å⁻¹: 2.09
Orbital gap in Ha: 0.20547
Net charge: +1